# C61H74B3BrN9O4PSi

10 unconnected molecules or ions with the total composition C61H74B3BrN9O4PSi in a non-equilibrium geometry (ωB97M-V/def2-TZVPD, OMol25).

The electronic energy is -175303.3571 eV. Its spin multiplicity is 1. Its net charge is 0. As for the gap between HOMO and LUMO: 9.17 eV. As for the molar mass: 1168.72 g/mol. The value obtained for the HOMO energy is -8.777 eV. The SMILES is C[Si](C)(CCCCCCCCB1OBOB(P(O)Br)O1)c1ccccc1.c1ccncc1.c1ccncc1.c1ccncc1.c1ccncc1.c1ccncc1.c1ccncc1.c1ccncc1.c1ccncc1.c1ccncc1.

Each line ends with the Mulliken charge.
Atoms and positions in Å:
C -2.09446 0.88725 0.67205  -0.09
Si -1.15412 1.95715 1.89646  -0.29
C -2.02485 2.09934 3.54438  -1.03
C -0.95526 3.70356 1.19584  0.28
C 0.21287 4.47631 1.84091  -0.31
C 0.14964 5.99901 1.57029  -1.11
C 1.44274 6.49179 0.90804  -1.28
C 1.48727 6.06681 -0.57624  0.47
C 2.68432 5.15878 -0.94495  -1.20
C 2.29147 3.75042 -1.44946  1.67
C 2.70037 3.40876 -2.90265  -0.65
B 1.53528 2.62027 -3.54269  0.16
O 1.33479 1.25655 -3.30092  -0.25
B 0.05440 0.95046 -2.89111  0.34
O -0.99219 1.55309 -3.57849  -0.11
B -0.73114 2.89300 -3.82421  0.59
P -2.13418 4.22987 -3.55371  -0.27
O -1.36304 5.35399 -2.63598  -0.39
Br -3.29397 3.13065 -1.99632  -0.16
O 0.51343 3.25826 -4.27765  -0.08
C 0.60051 1.31899 2.12422  0.21
C 1.33740 0.93754 0.99330  -0.28
C 2.65724 0.51292 1.09828  -0.45
C 3.26769 0.46049 2.34762  -0.59
C 2.55106 0.81826 3.48367  -0.56
C 1.23060 1.24503 3.36965  -0.11
H -1.57332 -0.05253 0.47843  0.30
H -2.21642 1.43640 -0.26546  -0.31
H -3.06808 0.61569 1.08203  -0.02
H -2.14018 1.12571 4.02561  0.25
H -3.03770 2.46324 3.34353  0.44
H -1.51523 2.79366 4.21682  0.40
H -0.75678 3.58616 0.12065  -0.79
H -1.88888 4.26577 1.29727  0.74
H 1.14136 4.08695 1.41321  0.14
H 0.22753 4.28730 2.91823  0.58
H -0.69138 6.18720 0.89864  0.36
H 0.00247 6.54708 2.50396  0.49
H 2.29518 6.03438 1.41954  0.40
H 1.54220 7.57187 1.03982  0.41
H 1.47391 6.94000 -1.22855  0.63
H 0.56876 5.50287 -0.76484  -0.57
H 3.35016 5.02682 -0.09213  0.35
H 3.27262 5.64306 -1.72671  0.40
H 1.20304 3.63019 -1.34498  -1.08
H 2.72914 2.99922 -0.78773  0.01
H 3.61213 2.80808 -2.91945  0.08
H 2.87681 4.31448 -3.48704  0.34
H -0.15250 0.28893 -1.92510  -0.10
H -1.40928 5.16835 -1.68875  0.26
H 0.87130 0.98552 0.01221  0.28
H 3.20858 0.23470 0.20691  0.48
H 4.29819 0.13999 2.43888  0.38
H 3.03159 0.77588 4.45465  0.40
H 0.67040 1.53480 4.25192  0.33
N 5.92332 4.20386 -1.94655  -0.12
C 6.66509 5.10750 -2.58198  -0.11
C 8.05018 5.05932 -2.64149  -0.72
C 8.70292 4.01756 -2.00213  -0.26
C 7.94237 3.07127 -1.33420  -0.86
C 6.56258 3.20757 -1.33819  -0.06
H 6.12067 5.91006 -3.06854  0.39
H 8.60015 5.82112 -3.17678  0.38
H 9.78249 3.93891 -2.02404  0.41
H 8.41154 2.24259 -0.82126  0.52
H 5.93552 2.48260 -0.82855  0.43
N -3.59015 -1.86974 1.72332  0.02
C -4.89826 -1.92228 1.47508  -0.04
C -5.62395 -3.10190 1.42359  -1.06
C -4.95747 -4.29791 1.63828  -0.07
C -3.59659 -4.25958 1.89456  -0.75
C -2.96200 -3.02588 1.92569  -0.31
H -5.38684 -0.96675 1.31040  0.34
H -6.68518 -3.08504 1.21621  0.45
H -5.48381 -5.24056 1.60337  0.62
H -3.03937 -5.17035 2.06885  0.40
H -1.89792 -2.95650 2.12824  0.38
N -3.33115 -0.12901 5.67511  -0.21
C -3.49421 0.22758 6.94653  -0.29
C -4.36362 -0.41132 7.81784  -0.51
C -5.10827 -1.47860 7.34091  -0.32
C -4.95114 -1.85917 6.01821  -0.64
C -4.05226 -1.15551 5.22911  0.08
H -2.89796 1.06960 7.28255  0.36
H -4.45282 -0.07768 8.84268  0.37
H -5.79882 -2.00295 7.98905  0.37
H -5.51076 -2.68458 5.59913  0.42
H -3.90014 -1.42281 4.19050  0.30
N -6.65976 -5.95596 -0.60889  -0.30
C -7.85919 -5.88263 -1.18102  -0.18
C -8.50743 -6.97489 -1.73753  -0.58
C -7.87627 -8.20861 -1.69486  -0.16
C -6.62672 -8.29736 -1.10317  -0.65
C -6.06293 -7.14308 -0.58008  -0.03
H -8.32278 -4.90204 -1.19176  0.43
H -9.48319 -6.85935 -2.18904  0.35
H -8.35085 -9.08526 -2.11644  0.38
H -6.09620 -9.23812 -1.04785  0.36
H -5.08913 -7.16427 -0.10274  0.40
N -4.48169 -7.83424 2.58987  -0.12
C -5.12759 -8.16742 3.70442  -0.11
C -4.84009 -9.30357 4.44589  -0.67
C -3.82786 -10.14061 4.00572  -0.17
C -3.14701 -9.80673 2.84605  -0.65
C -3.51102 -8.64716 2.17876  -0.15
H -5.91397 -7.48936 4.01741  0.39
H -5.39796 -9.52283 5.34574  0.38
H -3.57360 -11.03676 4.55652  0.36
H -2.34971 -10.42917 2.46395  0.37
H -2.99807 -8.35341 1.26856  0.37
N 11.33886 0.81137 -2.14395  -0.52
C 10.14110 0.25104 -2.30032  -0.48
C 9.83252 -1.03456 -1.88314  -0.39
C 10.82691 -1.78472 -1.27493  -0.40
C 12.08072 -1.21915 -1.10868  -0.13
C 12.28371 0.07797 -1.55645  -0.34
H 9.39286 0.86964 -2.78476  0.58
H 8.83863 -1.43381 -2.03346  0.39
H 10.62777 -2.79387 -0.93748  0.37
H 12.89170 -1.76244 -0.64461  0.40
H 13.25108 0.54962 -1.44284  0.52
N -7.62204 1.39485 -6.45266  -0.58
C -6.39282 0.88711 -6.50919  -0.32
C -5.34792 1.31831 -5.70527  -0.49
C -5.58879 2.33241 -4.79197  0.53
C -6.86379 2.87082 -4.72281  -0.59
C -7.83837 2.36908 -5.57191  -0.27
H -6.24030 0.09541 -7.23445  0.37
H -4.36921 0.86558 -5.79233  0.39
H -4.80068 2.69262 -4.14278  0.09
H -7.10056 3.66243 -4.02478  0.38
H -8.84857 2.76423 -5.54547  0.48
N 15.35202 -0.50058 -0.30557  -0.28
C 16.52696 -1.12536 -0.26957  -0.23
C 17.51028 -0.85886 0.67101  -0.50
C 17.26302 0.11255 1.62724  -0.15
C 16.04532 0.77265 1.60231  -0.72
C 15.12831 0.42927 0.62073  0.10
H 16.68753 -1.87657 -1.03499  0.37
H 18.44547 -1.40107 0.65019  0.35
H 18.00533 0.35082 2.37780  0.37
H 15.80659 1.53835 2.32737  0.35
H 14.16356 0.92343 0.57506  0.33
N -12.59521 -0.30908 -3.30070  -0.55
C -12.07924 -0.71527 -2.14342  -0.22
C -10.72619 -0.65898 -1.84354  -0.43
C -9.85923 -0.15468 -2.79959  -0.31
C -10.38058 0.27144 -4.01006  -0.06
C -11.75016 0.17387 -4.20866  -0.39
H -12.78709 -1.10555 -1.42014  0.34
H -10.36519 -1.00272 -0.88369  0.39
H -8.79549 -0.09377 -2.60683  0.43
H -9.73960 0.66780 -4.78447  0.40
H -12.19380 0.49943 -5.14313  0.37